Density functional theory data (ωB97M-V with the def2-TZVPD basis set) for a structure of composition C5H9NO3 in a non-equilibrium geometry.

Positions of all 18 atoms, in Å:
C 0.81 0.89 -1.03
C 2.19 -0.74 1.37
C -2.69 0.07 -0.89
N -0.31 0.19 -0.55
C 0.69 -1.26 1.15
C -1.54 0.95 -0.49
O -0.16 -0.25 1.14
O 0.44 -2.43 1.19
O -1.62 2.04 0.00
H 0.89 0.75 -2.11
H 0.90 1.93 -0.71
H 1.67 0.36 -0.52
H 2.84 -1.02 0.53
H 2.46 -1.31 2.26
H 2.28 0.32 1.56
H -2.66 -0.82 -0.26
H -3.63 0.58 -0.72
H -2.56 -0.24 -1.92

Calculated total energy   -476.2786 Ha
HOMO   -10.340 eV
Spin multiplicity   1
HOMO-LUMO gap   9.1 eV

Here are the Löwdin charges for atoms 1 to 5, given in e: number 1, C, carries -0.082; number 2, C, carries -0.007; number 3, C, carries 0.009; number 4, N, carries 0.026; number 5, C, carries -0.567